The following is a quantum chemistry calculation of an isolated molecule of C2H3NO2, from the Open Molecules 2025 dataset.

Last column: Mulliken charge in e.
Geometry (Å):
O: -1.3113 0.2914 1.2013  -0.461
C: -1.0452 -0.7304 0.6359  0.127
N: 0.1240 -0.7209 -0.1440  -0.222
C: 0.7448 0.5018 -0.3685  0.038
O: 1.4875 0.7378 -1.3165  -0.520
H: -1.4598 -1.7018 0.9652  0.338
H: 0.4648 -1.3385 -1.0621  0.329
H: 0.5188 1.2253 0.4229  0.370

Properties
DFT total energy = -283.2255 hartree
SMILES = O=CNC=O
HOMO-LUMO gap = 10.759 eV
Molar mass = 73.05 g/mol
Energy above the lowest of the compared OMol25 structures with the same formula, charge and spin = 0.884 eV
Highest occupied orbital energy = -0.3790 hartree


The following is a quantum chemistry calculation of an isolated molecule of C21H29N3O4, from the Open Molecules 2025 dataset.

Last column: Mulliken charge in e.
Geometry (Å):
C: -8.3872 -2.1487 -1.5112  -1.410
C: -7.3784 -1.0654 -1.1600  -0.158
O: -6.0896 -1.6127 -1.3867  -0.422
C: -4.9509 -0.9192 -1.1550  0.435
C: -3.7864 -1.6442 -1.4192  -0.548
C: -2.5327 -1.1059 -1.2424  -1.086
C: -2.4169 0.2024 -0.7849  -0.511
C: -1.1253 0.8122 -0.5807  0.286
N: 0.0210 0.2196 -0.8025  -0.607
O: 0.9710 1.1463 -0.4799  -0.005
C: 0.3168 2.2479 -0.0768  0.662
C: 1.0729 3.4522 0.3449  -0.595
C: 2.4837 3.0904 0.8097  -0.666
C: 2.4634 2.2318 2.0822  -0.704
C: 3.6883 1.3254 2.1400  0.451
O: 4.6159 1.5036 2.9003  -0.675
N: 3.6307 0.3129 1.2515  0.086
C: 4.6919 -0.6529 1.0610  -0.349
C: 5.3379 -0.4793 -0.3160  -0.668
C: 6.4549 -1.4996 -0.5115  -0.783
C: 5.9163 -2.9184 -0.3561  -0.623
C: 5.2705 -3.0936 1.0149  -0.693
C: 4.1519 -2.0753 1.2138  -0.720
N: -0.9671 2.0960 -0.1183  -0.522
C: -3.5663 0.9440 -0.5166  -0.337
C: -4.8313 0.4097 -0.6937  1.189
O: -5.9800 1.1182 -0.4406  -0.420
C: -5.8646 2.4432 0.0183  -0.987
H: -8.2278 -3.0229 -0.8860  0.325
H: -8.2715 -2.4421 -2.5510  0.326
H: -9.3958 -1.7770 -1.3551  0.419
H: -7.4862 -0.7705 -0.1107  0.321
H: -7.5322 -0.1828 -1.7901  0.313
H: -3.9115 -2.6558 -1.7715  0.445
H: -1.6440 -1.6783 -1.4508  0.482
H: 1.1238 4.1360 -0.5075  0.306
H: 0.5067 3.9494 1.1340  0.278
H: 2.9868 2.5496 0.0051  0.296
H: 3.0487 4.0040 0.9954  0.474
H: 1.5703 1.6042 2.1012  0.334
H: 2.4564 2.8648 2.9692  0.430
H: 2.8322 0.2337 0.6393  0.237
H: 5.4306 -0.4469 1.8428  0.396
H: 5.7341 0.5343 -0.4055  0.357
H: 4.5755 -0.6166 -1.0876  0.264
H: 6.8996 -1.3747 -1.5010  0.343
H: 7.2356 -1.3246 0.2317  0.346
H: 5.1743 -3.1123 -1.1341  0.310
H: 6.7270 -3.6390 -0.4797  0.315
H: 6.0257 -2.9552 1.7915  0.337
H: 4.8699 -4.1046 1.1127  0.343
H: 3.3685 -2.2409 0.4694  0.311
H: 3.7079 -2.1920 2.2043  0.357
H: -3.4328 1.9535 -0.1652  0.746
H: -5.3422 2.4935 0.9786  0.360
H: -6.8880 2.7933 0.1456  0.253
H: -5.3518 3.0791 -0.7099  0.358

Properties
DFT total energy = -1282.8370 hartree
SMILES = CCOc1ccc(-c2noc(CCCC(=O)NC3CCCCC3)n2)cc1OC
HOMO-LUMO gap = 8.783 eV
Molar mass = 387.48 g/mol
Energy above the lowest of the compared OMol25 structures with the same formula, charge and spin = 2.597 eV
Highest occupied orbital energy = -0.2983 hartree


The following is a quantum chemistry calculation of a structure of composition C20H32O6SeSn, from the Open Molecules 2025 dataset.

Last column: Mulliken charge in e.
Geometry (Å):
Sn: -0.6990 -0.0276 -0.0903  2.197
C: 0.1717 3.2199 0.3657  -0.658
C: 1.4190 2.5918 0.9532  -0.557
O: 1.0830 1.2321 1.2418  -0.065
C: 1.9835 0.5101 2.0887  -0.498
C: 1.1458 -0.4895 2.8492  -0.686
O: 0.2880 -1.2206 1.9631  -0.089
C: 0.6975 -2.5454 1.6055  -0.778
C: 1.5657 -2.5430 0.3729  -0.290
O: 0.7655 -1.9660 -0.6657  -0.268
C: 1.3895 -1.8831 -1.9545  -0.753
C: 1.9993 -0.5222 -2.1567  -0.497
O: 0.9269 0.4120 -1.9808  -0.316
C: 1.2347 1.7641 -2.3258  -0.406
C: 0.0058 2.5832 -2.0039  -0.731
O: -0.4284 2.4024 -0.6466  -0.364
H: 0.3783 4.2167 -0.0254  0.437
H: -0.5807 3.3035 1.1497  0.272
H: 1.6710 3.1165 1.8772  0.554
H: 2.2825 2.6342 0.2867  0.246
H: 2.4675 1.1841 2.7979  0.517
H: 2.7567 0.0342 1.4810  0.140
H: 0.4892 0.0381 3.5409  0.295
H: 1.7834 -1.1689 3.4166  0.441
H: -0.2231 -3.0863 1.3852  0.062
H: 1.1980 -3.0351 2.4416  0.479
H: 1.8275 -3.5707 0.1109  0.483
H: 2.4865 -1.9691 0.5114  0.289
H: 0.5926 -2.0364 -2.6820  0.331
H: 2.1354 -2.6694 -2.0752  0.444
H: 2.4061 -0.4433 -3.1667  0.445
H: 2.7953 -0.3078 -1.4355  0.268
H: 1.4502 1.8355 -3.3942  0.510
H: 2.1170 2.0893 -1.7698  0.236
H: -0.8287 2.2508 -2.6219  0.278
H: 0.1947 3.6380 -2.2077  0.445
C: -6.3951 -4.6852 4.6637  -1.533
C: -5.6320 -3.5923 3.9841  0.507
C: -4.9548 -3.8228 2.7870  -0.900
C: -4.2263 -2.8341 2.1584  0.839
C: -3.5663 -3.1471 0.8455  -0.703
C: -4.1703 -1.5474 2.7526  0.675
C: -3.4533 -0.4605 2.1680  -0.527
O: -2.6657 -0.5055 1.2023  -0.792
C: -4.8705 -1.2902 3.9653  0.955
C: -4.8744 0.0562 4.6487  -1.844
C: -5.5800 -2.3183 4.5488  -0.744
H: -6.4611 -5.5791 4.0483  0.363
H: -7.4029 -4.3540 4.9164  0.384
H: -5.9060 -4.9493 5.6037  0.340
H: -5.0127 -4.8044 2.3324  0.334
H: -3.8271 -4.1519 0.5209  0.398
H: -2.4795 -3.0714 0.9104  -0.118
H: -3.8849 -2.4464 0.0723  0.046
H: -3.6420 0.5246 2.6068  0.468
H: -3.8784 0.4848 4.7484  0.399
H: -5.2876 -0.0404 5.6496  0.385
H: -5.4980 0.7705 4.1063  0.377
H: -6.1169 -2.1321 5.4715  0.435
Se: -2.6393 -0.6237 -1.8586  -0.158

Properties
DFT total energy = -3847.8351 hartree
Net charge = +2
HOMO-LUMO gap (alpha / beta) = 5.461 / 6.109 eV
Molar mass = 566.14 g/mol
Energy above the lowest of the compared OMol25 structures with the same formula, charge and spin = 0.252 eV
Highest occupied orbital energy (alpha / beta) = -0.5131 / -0.5131 hartree


The following is a quantum chemistry calculation of a cluster of 6 separate species, C30H32F4O2 in total, from the Open Molecules 2025 dataset.

Last column: Mulliken charge in e.
Geometry (Å):
F: -1.9521 -0.1246 -2.8605  -0.337
C: -1.0812 -0.4826 -1.8896  0.398
C: -1.0658 -1.7883 -1.4681  -0.657
C: -0.1879 -2.1674 -0.4706  0.151
C: 0.6914 -1.2205 0.0564  -0.652
C: 0.6122 0.0991 -0.3509  -0.558
C: -0.2912 0.4888 -1.3263  -0.349
H: -1.7526 -2.5152 -1.8881  0.458
H: -0.1454 -3.1343 0.0109  0.190
H: 1.3380 -1.4919 0.8803  0.371
H: 1.3110 0.8073 0.0796  0.443
H: -0.3935 1.5230 -1.6270  0.540
F: -2.7424 -5.9174 -1.0235  -0.309
C: -1.7463 -6.7907 -0.7520  0.371
C: -0.7242 -6.3802 0.0737  -0.357
C: 0.3337 -7.2374 0.2626  -0.195
C: 0.3218 -8.4961 -0.3085  -0.566
C: -0.7395 -8.9150 -1.0890  -0.336
C: -1.7969 -8.0432 -1.3179  -0.469
H: -0.7703 -5.3806 0.4834  0.395
H: 1.2049 -6.9302 0.8248  0.332
H: 1.1930 -9.1226 -0.1496  0.358
H: -0.7319 -9.8693 -1.5956  0.362
H: -2.6428 -8.3586 -1.9139  0.410
F: -0.4785 5.2261 4.4157  -0.319
C: 0.7357 4.8965 3.9297  0.319
C: 0.8136 3.9519 2.9296  -0.369
C: 2.0588 3.6450 2.4062  -0.133
C: 3.1819 4.3296 2.8541  -0.594
C: 3.0773 5.2807 3.8620  -0.330
C: 1.8378 5.5560 4.4148  -0.473
H: -0.0858 3.4971 2.5340  0.457
H: 2.1780 2.8335 1.7019  0.291
H: 4.1403 4.0779 2.4131  0.374
H: 3.9684 5.8115 4.1663  0.361
H: 1.7377 6.3106 5.1845  0.414
F: -3.5362 4.2127 2.1964  -0.352
C: -2.8934 4.4891 1.0448  0.224
C: -2.3534 5.7342 0.8629  -0.258
C: -1.7486 6.0430 -0.3473  -0.470
C: -1.6381 5.0623 -1.3083  -0.557
C: -2.1789 3.7983 -1.1231  -0.397
C: -2.8154 3.5026 0.0808  -0.520
H: -2.4396 6.4805 1.6440  0.455
H: -1.3798 7.0437 -0.5104  0.404
H: -1.0800 5.2229 -2.2274  0.391
H: -2.1050 3.0164 -1.8658  0.660
H: -3.2592 2.5321 0.2653  0.429
C: -0.9009 1.9450 -5.1166  -0.640
C: -1.4780 3.2463 -5.6092  0.654
C: -1.9139 3.3578 -7.0401  -1.151
O: -1.5742 4.1646 -4.8366  -0.516
H: -0.6936 1.1989 -5.8815  0.367
H: -1.6263 1.5147 -4.4271  0.051
H: 0.0069 2.1676 -4.5581  0.300
H: -1.1739 2.9350 -7.7228  0.336
H: -2.0768 4.3975 -7.3064  0.330
H: -2.8227 2.7591 -7.1553  0.285
C: 3.2652 -4.1898 4.9654  -1.102
C: 3.0098 -3.2523 3.8085  0.739
C: 2.7809 -3.9258 2.4588  -0.722
O: 3.0261 -2.0521 3.9341  -0.554
H: 4.3407 -4.3091 5.1055  0.282
H: 2.7532 -5.1346 4.8132  0.324
H: 2.9211 -3.7181 5.8888  0.343
H: 2.5773 -3.1528 1.7251  0.071
H: 1.9102 -4.5758 2.5568  0.238
H: 3.6892 -4.4825 2.2329  0.360

Properties
DFT total energy = -1712.2722 hartree
SMILES = Fc1ccccc1.Fc1ccccc1.Fc1ccccc1.Fc1ccccc1.CC(C)=O.CC(C)=O
HOMO-LUMO gap = 9.547 eV
Molar mass = 500.58 g/mol
Energy above the lowest of the compared OMol25 structures with the same formula, charge and spin = 0.000 eV
Highest occupied orbital energy = -0.3307 hartree